{"formula": "C3H12N", "method": "ωB97M-V with the def2-TZVPD basis set", "symbols": ["N", "H", "H", "H", "H", "C", "C", "C", "H", "H", "H", "H", "H", "H", "H", "H"], "positions_angstrom": [[0.93856, 0.24850, -2.31731], [0.43056, 1.07226, -2.64459], [0.39463, -0.59758, -2.53394], [1.05566, 0.30706, -1.29863], [1.87611, 0.17396, -2.72473], [0.16375, -1.17779, 0.57336], [-0.35232, -0.21464, 1.65248], [-1.08364, 1.00291, 1.06922], [1.20679, -0.91164, 0.35425], [0.13237, -2.22567, 0.86463], [-0.45791, -1.06747, -0.31640], [-1.02846, -0.74322, 2.32123], [0.46929, 0.15772, 2.26423], [-2.13228, 0.78829, 0.89967], [-0.64480, 1.32420, 0.11196], [-0.96833, 1.86311, 1.72458]], "max_force_ev_per_a": 0.5, "charge": 1, "multiplicity": 1}

=====

{"formula": "C3HBeFO2", "method": "ωB97M-V with the def2-TZVPD basis set", "symbols": ["H", "O", "O", "C", "C", "C", "F", "Be"], "positions_angstrom": [[0.39445, 1.85503, -0.15255], [-1.25077, 0.51637, 0.09682], [-0.18723, -1.27997, 0.44978], [0.07559, 0.81873, -0.10717], [0.72557, -0.32404, 0.13280], [-1.38192, -0.74167, 0.39773], [1.94886, -0.70058, 0.04683], [-2.54203, -1.41641, 0.63869]], "max_force_ev_per_a": 12.5, "charge": 2, "multiplicity": 1}

=====

{"formula": "C4H10N3", "method": "ωB97M-V with the def2-TZVPD basis set", "symbols": ["C", "C", "C", "C", "N", "N", "N", "H", "H", "H", "H", "H", "H", "H", "H", "H", "H"], "positions_angstrom": [[-1.06318, 0.24162, -0.14574], [2.74366, -0.78500, -0.00213], [0.93032, 1.22220, 0.46794], [-3.24631, -0.52749, 0.47258], [1.32654, -1.03380, -0.16811], [0.53046, -0.06145, 0.05922], [-1.82246, -0.64621, 0.35882], [2.94512, -0.24459, 0.98199], [3.18209, -1.79400, -0.06689], [3.12028, -0.31923, -0.95626], [1.65580, 1.20699, 1.17410], [1.22814, 1.90612, -0.44622], [-0.01115, 1.48204, 0.97201], [-3.47657, -0.01369, 1.48028], [-3.73491, -1.49577, 0.41047], [-3.68522, 0.20390, -0.26719], [-1.44758, -1.54826, 0.69114]], "max_force_ev_per_a": 3.8, "charge": 1, "multiplicity": 1}

=====

{"formula": "C18H48FO6Zn", "method": "ωB97M-V with the def2-TZVPD basis set", "symbols": ["Zn", "F", "C", "C", "C", "O", "H", "H", "H", "H", "H", "H", "H", "H", "C", "C", "C", "O", "H", "H", "H", "H", "H", "H", "H", "H", "C", "C", "C", "O", "H", "H", "H", "H", "H", "H", "H", "H", "C", "C", "C", "O", "H", "H", "H", "H", "H", "H", "H", "H", "C", "C", "C", "O", "H", "H", "H", "H", "H", "H", "H", "H", "C", "C", "C", "O", "H", "H", "H", "H", "H", "H", "H", "H"], "positions_angstrom": [[-2.26237, 0.20413, -0.89225], [-0.76338, -0.45689, 0.24816], [-3.02914, -0.42286, 2.90461], [-3.50554, -1.19667, 1.78037], [-4.81800, -1.92842, 2.04557], [-3.66339, -0.42083, 0.63145], [-2.09476, 0.12398, 2.77816], [-2.87473, -1.12906, 3.72042], [-3.78043, 0.28683, 3.25098], [-2.70383, -1.91561, 1.61156], [-5.73909, -1.34824, 2.10111], [-4.77813, -2.68620, 2.82805], [-4.95235, -2.59698, 1.19524], [-4.34378, 0.22683, 0.82944], [-0.96344, 3.05233, 1.46391], [-1.57648, 4.35605, 1.18627], [-0.65664, 5.49388, 1.72239], [-1.86940, 4.51511, -0.16870], [-1.63183, 2.21151, 1.27849], [-0.62508, 2.96254, 2.49617], [-0.13522, 2.92092, 0.76758], [-2.54806, 4.39209, 1.67904], [-1.04945, 6.48203, 1.48287], [0.30122, 5.46558, 1.20296], [-0.42523, 5.35613, 2.77860], [-2.24875, 3.70011, -0.50555], [0.63477, 2.73351, -2.67934], [-0.77682, 2.06801, -2.88890], [-1.01513, 1.57353, -4.29672], [-0.77633, 0.88492, -2.17358], [1.36324, 2.09470, -3.17868], [0.90568, 2.80760, -1.62615], [0.75284, 3.67084, -3.22303], [-1.59245, 2.75713, -2.66989], [-0.82580, 2.35982, -5.02747], [-1.97698, 1.11954, -4.53514], [-0.24124, 0.84109, -4.52638], [0.09151, 0.50704, -2.33375], [2.86885, -0.65329, 3.13715], [1.41261, -0.82051, 2.55555], [0.47901, -1.64697, 3.42822], [0.88891, 0.47351, 2.26003], [3.38247, -1.60628, 3.26402], [2.92755, -0.02739, 4.02760], [3.47452, -0.08197, 2.43368], [1.47329, -1.34781, 1.60352], [0.45636, -1.20242, 4.42320], [0.74958, -2.67291, 3.67789], [-0.48772, -1.75267, 2.93593], [0.24892, 0.28154, 1.57073], [4.18587, -0.19351, -2.75319], [2.93960, -0.57140, -1.97233], [2.65995, 0.36937, -0.79163], [1.88766, -0.55246, -2.88625], [4.05275, 0.82223, -3.12557], [4.40496, -0.89348, -3.55950], [5.05384, -0.04901, -2.10988], [3.09745, -1.58809, -1.61246], [2.44861, 1.38752, -1.11845], [3.51397, 0.31156, -0.11679], [1.76477, 0.03755, -0.26564], [2.05034, -1.23062, -3.54597], [2.00798, -3.90122, -0.52591], [0.62948, -3.57959, -1.09695], [0.20023, -4.67622, -1.98870], [-0.36154, -3.38261, -0.10809], [1.89965, -4.79050, 0.09502], [2.42764, -3.17069, 0.16568], [2.72767, -4.25369, -1.26477], [0.75357, -2.63048, -1.61839], [-0.78105, -4.49392, -2.42679], [0.06002, -5.59181, -1.41412], [0.94091, -4.89903, -2.75673], [-0.24467, -2.48877, 0.22203]], "max_force_ev_per_a": 3.9, "charge": 1, "multiplicity": 1}

=====

{"formula": "C17H22N4O2S", "method": "ωB97M-V with the def2-TZVPD basis set", "symbols": ["C", "C", "C", "N", "C", "S", "C", "C", "O", "N", "C", "C", "C", "C", "C", "C", "C", "C", "C", "C", "N", "N", "C", "O", "H", "H", "H", "H", "H", "H", "H", "H", "H", "H", "H", "H", "H", "H", "H", "H", "H", "H", "H", "H", "H", "H"], "positions_angstrom": [[-2.06244, -4.94133, 2.62244], [-2.47257, -3.63321, 3.28686], [-1.28926, -2.67596, 3.44054], [-0.71607, -2.31494, 2.17144], [-1.23208, -1.49145, 1.21754], [-2.76198, -0.69418, 1.38582], [-2.56491, 0.49942, 0.03645], [-1.28738, 1.31155, 0.24837], [-0.81948, 1.52372, 1.34288], [-0.76736, 1.78460, -0.89892], [0.48438, 2.51846, -0.94708], [0.24156, 3.98573, -1.30438], [1.58368, 4.68312, -1.48011], [2.29937, 4.10908, -2.69725], [2.31229, 2.60477, -2.70149], [3.19138, 1.93867, -3.54913], [3.22033, 0.55923, -3.61271], [2.36046, -0.18091, -2.81845], [1.48411, 0.46767, -1.96981], [1.44906, 1.85715, -1.90461], [-0.44862, -1.37283, 0.18967], [0.63448, -2.15770, 0.48722], [0.52399, -2.75315, 1.71006], [1.29731, -3.49074, 2.26932], [-2.90735, -5.62362, 2.57350], [-1.70760, -4.76486, 1.60933], [-1.26097, -5.41744, 3.18225], [-3.25383, -3.14422, 2.70016], [-2.87358, -3.83262, 4.28154], [-0.48468, -3.15409, 4.00620], [-1.60808, -1.76243, 3.95219], [-2.55100, -0.04355, -0.90743], [-3.43769, 1.15117, 0.08589], [-1.18411, 1.54002, -1.78303], [0.89290, 2.46187, 0.07083], [-0.32960, 4.04500, -2.23454], [-0.34260, 4.45787, -0.51321], [2.19001, 4.52696, -0.58585], [1.44002, 5.75743, -1.60695], [1.79262, 4.44892, -3.60728], [3.32513, 4.48161, -2.74355], [3.86140, 2.51900, -4.16779], [3.91143, 0.06241, -4.27724], [2.37419, -1.26009, -2.86362], [0.80998, -0.10052, -1.34596], [1.42694, -2.17931, -0.13100]], "smiles": "CCCn1c(SCC(=O)N[C@@H]2CCCc3ccccc32)n[nH]c1=O", "max_force_ev_per_a": 0.8, "multiplicity": 1}

=====

{"formula": "C4H8N2", "method": "ωB97M-V with the def2-TZVPD basis set", "symbols": ["C", "C", "N", "C", "C", "N", "H", "H", "H", "H", "H", "H", "H", "H"], "positions_angstrom": [[2.07592, 0.13533, 0.22466], [0.57588, 0.36021, 0.34362], [-0.13807, -0.46868, -0.62439], [-1.53227, -0.12793, -0.79589], [-2.34479, -0.15585, 0.44803], [-2.94209, -0.18171, 1.43867], [2.41310, 0.37392, -0.78807], [2.33699, -0.90899, 0.43085], [2.62173, 0.76320, 0.93564], [0.23819, 0.18311, 1.37864], [0.34058, 1.40716, 0.11527], [-0.05129, -1.44813, -0.36959], [-1.98817, -0.81276, -1.51889], [-1.60571, 0.88113, -1.21854]], "smiles": "CCNCC#N", "max_force_ev_per_a": 1.1, "multiplicity": 1}

=====

Number 1: DFT total energy -4788.7343 eV, orbital gap 10.84 eV. Number 2: DFT total energy -10315.0183 eV, orbital gap 7.98 eV. Number 3: DFT total energy -8768.9252 eV, orbital gap 9.10 eV. Number 4: DFT total energy -82857.5586 eV, orbital gap 6.10 eV. Number 5: DFT total energy -38878.3272 eV, orbital gap 8.85 eV. Number 6: DFT total energy -7257.3660 eV, orbital gap 10.68 eV.